[1]
C27H44N3OP3V | ωB97M-V/def2-TZVPD

The geometry in XYZ format:
```
79
Properties=species:S:1:pos:R:3
V 0.318 0.192 -0.952
P 1.958 1.762 0.527
P -1.124 1.974 -0.905
P 2.383 -0.995 -1.701
H -2.918 -3.143 -0.167
C -2.658 -3.832 -0.985
C -1.483 -4.477 -1.092
H -0.640 -4.430 -0.366
C 1.384 2.489 2.104
C 2.527 3.201 -0.459
C 3.501 0.984 1.107
C -2.817 1.311 -1.035
C -1.379 3.362 0.235
C -0.835 2.859 -2.474
C 3.427 -1.999 -0.604
C 3.514 0.155 -2.572
C 1.965 -2.221 -2.980
H -3.288 -3.801 -1.880
H -1.267 -4.963 -2.068
H 1.462 1.733 2.899
H 0.358 2.874 2.038
H 2.080 3.314 2.319
H 1.662 3.831 -0.728
H 3.011 2.811 -1.370
H 3.247 3.766 0.159
H 3.253 0.092 1.703
H 4.024 1.711 1.750
H 4.148 0.716 0.260
H -3.417 1.967 -1.661
H -3.223 1.223 -0.018
H -2.785 0.306 -1.475
H -2.075 4.096 -0.180
H -0.527 3.972 0.529
H -1.837 3.067 1.175
H -1.668 3.541 -2.636
H -0.762 2.159 -3.296
H 0.096 3.422 -2.455
H 4.244 -2.393 -1.227
H 2.808 -2.820 -0.213
H 3.826 -1.430 0.245
H 4.075 -0.472 -3.281
H 4.192 0.668 -1.875
H 2.944 0.920 -3.122
H 2.915 -2.590 -3.379
H 1.364 -1.709 -3.739
H 1.360 -3.029 -2.555
C -1.303 -0.797 -3.665
C -2.301 0.067 -4.240
C -3.197 -0.468 -5.136
C -3.035 -1.789 -5.575
C -2.129 -2.667 -4.978
C -1.240 -2.180 -4.053
O -0.231 -0.294 -2.995
H -1.162 0.034 -0.888
H -2.406 1.097 -3.856
H -3.929 0.201 -5.613
H -3.644 -2.084 -6.421
H -1.962 -3.673 -5.365
H -0.545 -2.842 -3.555
N -1.327 1.744 9.538
C -1.073 1.270 8.482
C -0.864 0.719 7.142
C -1.349 1.419 6.030
C -1.233 0.920 4.713
C -0.675 -0.339 4.465
C -0.188 -1.052 5.594
C -0.319 -0.540 6.897
N -0.475 -0.757 3.108
C 0.139 -1.953 2.750
C 0.448 -1.908 1.421
N 0.035 -0.664 0.934
C -0.563 -0.010 1.954
H -1.848 2.369 6.212
H -1.573 1.546 3.897
H 0.330 -2.006 5.532
H -0.006 -1.157 7.744
H 0.443 -2.592 3.550
H 0.851 -2.739 0.850
H -1.014 0.948 1.927
```

Output
* relative energy (zero: lowest compared OMol25 entry of this formula, charge and spin): 44.3 kcal per mole
* ⟨S²⟩: 2.039
* HOMO-LUMO gap (alpha / beta): 5.8 / 4.8 eV
* total charge: +3
* spin multiplicity: 3
* max |F|: 4.22 eV/Å

These are the Löwdin partial charges, in e, on atoms 1 to 5: 0.492 0.802 0.753 0.778 0.050

[2]
C27H44O7 | ωB97M-V/def2-TZVPD

The geometry in XYZ format:
```
78
Properties=species:S:1:pos:R:3
C 0.357 1.718 -4.859
O 0.363 2.953 -4.101
C -0.992 3.483 -3.944
C -1.352 3.610 -2.360
C -2.679 2.770 -2.029
C -2.314 1.221 -1.848
C -1.756 0.839 -0.384
C -0.732 -0.426 -0.448
C -1.104 -1.635 -1.461
C -1.142 -3.076 -0.768
C -1.288 -4.304 -1.810
C -0.344 -4.140 -3.106
C -1.053 -3.612 -4.394
C -0.190 -3.385 -5.666
C 1.318 -3.685 -5.562
C 2.032 -4.232 -4.311
C 1.177 -4.459 -3.037
C 0.548 0.290 -1.164
C 1.786 -0.673 -0.851
C 1.284 -1.194 0.596
O 2.036 -1.870 1.350
O -0.101 -0.818 0.824
H 0.369 1.907 -5.997
H -0.522 1.028 -4.625
H 1.310 1.143 -4.564
H -1.732 2.829 -4.514
H -1.024 4.520 -4.449
H -1.541 4.705 -2.098
H -0.490 3.182 -1.742
H -3.356 2.834 -2.964
H -3.244 3.106 -1.099
H -3.286 0.605 -1.980
H -1.625 0.861 -2.699
H -2.593 0.568 0.353
H -1.171 1.764 -0.019
H -2.137 -1.490 -1.960
H -0.349 -1.553 -2.326
H -0.253 -3.315 -0.096
H -2.075 -3.113 -0.086
H -2.375 -4.527 -2.087
H -0.879 -5.233 -1.256
H -2.179 -3.394 -4.353
H -0.717 -2.978 -6.593
H 1.956 -3.484 -6.499
H 3.153 -4.456 -4.238
H 1.578 -4.827 -2.035
H 0.520 0.427 -2.294
H 0.847 1.293 -0.672
H 1.926 -1.454 -1.680
H 2.828 -0.217 -0.780
O -3.543 2.643 4.272
C -2.815 1.696 4.465
O -2.205 1.089 3.433
C -1.195 0.074 3.568
C -1.822 -1.291 3.764
C -2.645 1.130 5.849
H -0.485 0.330 4.358
H -0.629 0.075 2.635
H -2.415 -1.335 4.680
H -1.052 -2.064 3.814
H -2.500 -1.521 2.938
H -3.490 0.478 6.074
H -2.626 1.957 6.561
H -1.715 0.583 5.993
O 2.128 -0.133 5.585
C 2.900 0.657 5.093
O 2.749 1.977 5.303
C 3.700 2.976 4.908
C 3.507 3.370 3.457
C 3.988 0.182 4.173
H 4.721 2.651 5.125
H 3.512 3.844 5.543
H 3.667 2.525 2.785
H 4.200 4.167 3.180
H 2.485 3.717 3.290
H 3.572 0.025 3.175
H 4.373 -0.766 4.556
H 4.843 0.853 4.109
```

Output
* relative energy (zero: lowest compared OMol25 entry of this formula, charge and spin): 197.4 kcal per mole
* HOMO-LUMO gap: 9.3 eV
* max |F|: 5.51 eV/Å

These are the Löwdin partial charges, in e, on atoms 1 to 5: -0.139 -0.237 -0.199 -0.149 -0.201

[3]
C27H45As3N4O4SSeW | ωB97M-V/def2-TZVPD

The geometry in XYZ format:
```
86
Properties=species:S:1:pos:R:3
W 0.789 -0.792 1.027
C 4.023 -2.645 0.346
As 3.286 -0.912 0.821
C 4.425 -0.508 2.351
C 4.107 0.128 -0.627
C 3.738 1.616 -0.793
C 4.758 2.199 -1.786
C 2.349 1.811 -1.422
As 0.746 1.167 -0.475
C -0.446 1.079 -2.018
C 0.073 2.795 0.358
C 3.861 2.336 0.558
As 3.867 4.331 0.502
C 5.525 4.552 1.530
C 2.668 4.711 2.010
H 5.107 -2.596 0.233
H 3.567 -2.974 -0.587
H 3.764 -3.354 1.130
H 5.473 -0.491 2.050
H 4.274 -1.293 3.092
H 4.147 0.445 2.795
H 3.860 -0.415 -1.546
H 5.190 0.049 -0.492
H 4.776 1.609 -2.705
H 5.764 2.180 -1.357
H 4.518 3.230 -2.048
H 2.325 1.312 -2.397
H 2.191 2.877 -1.614
H -0.342 1.956 -2.657
H -1.473 1.019 -1.657
H -0.219 0.176 -2.584
H 0.200 3.669 -0.282
H 0.584 2.941 1.307
H -0.988 2.645 0.560
H 4.823 2.060 0.999
H 3.085 2.008 1.256
H 6.375 4.230 0.928
H 5.488 3.962 2.447
H 5.660 5.603 1.785
H 1.638 4.785 1.671
H 2.957 5.677 2.426
H 2.743 3.949 2.787
C -7.862 -2.248 -2.196
C -6.633 -1.613 -1.559
S -7.146 -0.513 -0.251
O -7.786 -1.299 0.772
O -7.829 0.600 -0.853
C -5.615 0.101 0.427
C -4.940 -0.922 1.331
N -3.582 -0.507 1.677
C -2.469 -0.903 1.017
N -1.371 -0.431 1.606
C -1.786 0.300 2.682
C -3.144 0.267 2.731
N -3.993 0.953 3.650
O -5.197 0.942 3.432
O -3.454 1.514 4.579
C -2.496 -1.751 -0.199
H -7.553 -2.918 -2.998
H -8.515 -1.484 -2.615
H -8.423 -2.822 -1.461
H -6.069 -1.009 -2.270
H -5.978 -2.364 -1.115
H -5.895 0.992 0.990
H -4.981 0.401 -0.410
H -4.859 -1.893 0.848
H -5.518 -1.052 2.239
H -1.111 0.820 3.338
H -2.440 -2.810 0.063
H -1.614 -1.523 -0.794
H -3.397 -1.581 -0.790
Se 0.854 -2.059 3.521
C 1.217 -0.286 3.447
N 1.356 0.818 3.079
C 0.750 -1.914 -0.367
C 0.754 -2.766 -1.534
C 0.140 -4.025 -1.511
C 0.128 -4.829 -2.640
C 0.732 -4.401 -3.815
C 1.353 -3.159 -3.851
C 1.365 -2.352 -2.725
H -0.317 -4.366 -0.591
H -0.348 -5.801 -2.600
H 0.725 -5.032 -4.694
H 1.832 -2.819 -4.761
H 1.857 -1.386 -2.751
```

Output
* relative energy (zero: lowest compared OMol25 entry of this formula, charge and spin): 0.0 kcal per mole
* HOMO-LUMO gap: 5.6 eV
* max |F|: 0.26 eV/Å

These are the Löwdin partial charges, in e, on atoms 1 to 5: 0.527 -0.268 1.012 -0.283 -0.321

[4]
C27H45BrCaN2OP2 | ωB97M-V/def2-TZVPD

The geometry in XYZ format:
```
79
Properties=species:S:1:pos:R:3
N 4.369 -2.363 -3.664
C 4.137 -3.009 -2.520
C 2.851 -3.168 -1.998
C 1.765 -2.620 -2.724
C 2.038 -1.901 -3.907
C 3.363 -1.818 -4.343
C 0.398 -2.752 -2.247
Ca 0.338 -0.367 0.096
P -1.667 0.599 1.724
C -0.635 -1.977 -2.711
C -1.928 -1.927 -2.060
C -2.929 -1.045 -2.541
C -4.160 -0.960 -1.907
C -4.318 -1.649 -0.694
C -3.421 -2.620 -0.263
C -2.197 -2.711 -0.916
Br -5.790 -1.173 0.483
H 0.248 -3.540 -1.490
H -0.491 -1.329 -3.581
H 2.697 -3.670 -1.039
H 1.253 -1.402 -4.473
H 4.997 -3.424 -1.993
H 3.575 -1.288 -5.270
H -2.698 -0.425 -3.409
H -1.448 -3.397 -0.524
H -4.967 -0.344 -2.302
H -3.643 -3.266 0.583
P 1.664 1.952 -0.960
C -2.047 -0.888 2.726
C -3.472 -1.012 3.240
H -1.326 -0.920 3.558
H -1.819 -1.765 2.096
H -3.561 -1.902 3.878
H -3.784 -0.153 3.844
H -4.193 -1.137 2.420
C -3.202 1.088 0.858
C -4.172 1.998 1.612
H -3.725 0.163 0.578
H -2.918 1.546 -0.107
H -5.042 2.206 0.970
H -4.554 1.511 2.523
H -3.692 2.951 1.876
C -1.200 1.969 2.841
C -1.894 1.975 4.203
H -1.367 2.922 2.308
H -0.105 1.892 2.974
H -1.498 2.804 4.805
H -2.978 2.134 4.108
H -1.717 1.043 4.757
C 2.801 3.004 0.041
C 2.297 3.274 1.464
H 2.931 3.954 -0.510
H 3.774 2.486 0.082
H 3.010 3.923 1.993
H 1.324 3.785 1.476
H 2.210 2.346 2.051
C 0.402 3.199 -1.448
C -0.671 2.699 -2.404
H 0.962 4.031 -1.896
H -0.057 3.552 -0.515
H -1.376 3.507 -2.620
H -0.261 2.378 -3.367
H -1.267 1.873 -1.996
C 2.630 1.867 -2.525
C 3.975 1.148 -2.403
H 2.775 2.905 -2.872
H 1.988 1.343 -3.253
H 4.426 1.044 -3.399
H 4.687 1.699 -1.775
H 3.863 0.132 -2.000
C 3.238 -1.659 3.407
C 2.346 -2.095 2.300
N 2.279 -3.414 2.088
O 1.667 -1.305 1.567
H 3.740 -2.543 3.827
H 2.664 -1.168 4.203
H 4.003 -0.962 3.042
H 1.716 -3.792 1.336
H 2.791 -4.044 2.688
```

Output
* relative energy (zero: lowest compared OMol25 entry of this formula, charge and spin): 0.0 kcal per mole
* HOMO-LUMO gap: 7.6 eV
* total charge: +2
* max |F|: 1.75 eV/Å

These are the Löwdin partial charges, in e, on atoms 1 to 5: 0.077 -0.124 -0.020 -0.239 -0.015

[5]
C27H45Cl2ErN2OP | ωB97M-V/def2-TZVPD

The geometry in XYZ format:
```
79
Properties=species:S:1:pos:R:3
P 0.542 2.249 -1.195
C 2.333 2.695 -0.870
C 2.978 3.645 -1.885
C 4.486 3.758 -1.614
C 4.809 4.162 -0.170
C 4.063 3.308 0.862
C 2.560 3.198 0.563
C -0.574 3.678 -0.711
C -0.227 5.040 -1.314
C -1.355 6.038 -1.002
C -1.674 6.135 0.494
C -1.868 4.764 1.153
C -0.737 3.785 0.816
C 0.385 2.088 -3.054
C 1.294 0.961 -3.573
C 1.177 0.754 -5.087
C -0.271 0.570 -5.548
C -1.210 1.649 -4.998
C -1.075 1.870 -3.482
H 2.823 1.704 -0.954
H 2.508 4.638 -1.809
H 2.821 3.299 -2.917
H 4.934 4.468 -2.317
H 4.943 2.779 -1.813
H 5.891 4.081 -0.002
H 4.546 5.218 -0.024
H 4.490 2.295 0.866
H 4.206 3.723 1.866
H 2.073 2.526 1.284
H 2.104 4.194 0.675
H -1.552 3.360 -1.117
H -2.259 5.712 -1.534
H -0.082 4.968 -2.404
H 0.719 5.405 -0.885
H -1.089 7.024 -1.398
H -2.577 6.742 0.638
H -0.856 6.663 1.001
H -1.948 4.874 2.241
H -2.814 4.326 0.804
H -0.950 2.801 1.257
H 0.203 4.131 1.266
H 0.734 3.060 -3.452
H 2.348 1.136 -3.308
H 1.031 0.021 -3.066
H 1.616 1.621 -5.599
H 1.772 -0.121 -5.379
H -0.628 -0.415 -5.217
H -0.307 0.576 -6.643
H -2.249 1.391 -5.235
H -0.994 2.599 -5.504
H -1.697 2.729 -3.187
H -1.500 1.008 -2.940
Er -0.378 -0.301 -0.065
Cl -2.676 0.630 -0.482
Cl 1.830 -1.155 -0.920
C 0.510 0.416 1.882
H 1.604 0.330 1.967
C -0.106 0.738 3.095
C -1.542 0.959 3.163
C -2.140 1.327 4.360
C -1.373 1.464 5.537
C 0.017 1.236 5.496
C 0.645 0.882 4.314
H -2.128 0.831 2.241
H -3.215 1.506 4.391
H 0.606 1.337 6.410
H 1.725 0.704 4.271
H -1.856 1.744 6.477
C -2.886 -4.337 0.611
N -1.631 -4.287 1.343
C -0.769 -3.270 1.260
N 0.392 -3.347 1.951
O -1.020 -2.246 0.539
H -3.028 -3.392 0.084
H -3.715 -4.496 1.309
H -2.872 -5.156 -0.117
H -1.381 -5.048 1.964
H 1.086 -2.616 1.840
H 0.546 -4.120 2.584
```

Output
* relative energy (zero: lowest compared OMol25 entry of this formula, charge and spin): 0.0 kcal per mole
* ⟨S²⟩: 3.753
* HOMO-LUMO gap (alpha / beta): 3.8 / 3.8 eV
* total charge: -1
* spin multiplicity: 4
* max |F|: 3.32 eV/Å

These are the Löwdin partial charges, in e, on atoms 1 to 5: 1.033 -0.427 -0.211 -0.204 -0.213

[6]
C27H45Cl2PPdS | ωB97M-V/def2-TZVPD

The geometry in XYZ format:
```
77
Properties=species:S:1:pos:R:3
P 0.576 -0.568 0.256
C 0.537 -1.607 -1.305
C 0.750 -3.117 -1.165
C 0.899 -3.752 -2.554
C -0.269 -3.428 -3.497
C -0.625 -1.936 -3.508
C -0.748 -1.364 -2.086
C -0.995 -0.950 1.213
C -1.340 -2.423 1.418
C -2.521 -2.566 2.391
C -3.742 -1.733 1.978
C -3.387 -0.285 1.607
C -2.203 -0.218 0.628
C 1.891 -1.384 1.289
C 3.256 -1.283 0.595
C 4.375 -1.952 1.413
C 4.414 -1.469 2.865
C 3.044 -1.514 3.550
C 1.911 -0.868 2.734
H 1.374 -1.163 -1.874
H -0.115 -3.559 -0.652
H 1.630 -3.355 -0.556
H 1.010 -4.839 -2.449
H 1.826 -3.377 -3.009
H -0.019 -3.757 -4.514
H -1.150 -4.012 -3.197
H 0.159 -1.377 -4.040
H -1.569 -1.776 -4.046
H -0.982 -0.289 -2.120
H -1.575 -1.884 -1.576
H -0.780 -0.480 2.185
H -2.195 -2.244 3.389
H -0.482 -2.995 1.797
H -1.616 -2.867 0.450
H -2.800 -3.624 2.472
H -4.476 -1.733 2.794
H -4.234 -2.213 1.121
H -4.256 0.219 1.161
H -3.114 0.269 2.518
H -1.938 0.825 0.405
H -2.501 -0.681 -0.323
H 1.616 -2.455 1.346
H 3.210 -1.754 -0.399
H 3.503 -0.229 0.403
H 4.230 -3.040 1.397
H 5.343 -1.760 0.934
H 4.778 -0.434 2.876
H 5.123 -2.076 3.443
H 3.101 -1.040 4.538
H 2.770 -2.564 3.721
H 0.961 -1.115 3.232
H 1.976 0.230 2.760
Pd 1.073 1.773 -0.146
Cl 0.178 2.024 2.076
Cl 2.542 1.105 -1.921
C -0.401 1.910 -1.548
H -0.017 1.654 -2.560
C -1.562 2.717 -1.492
C -2.076 3.215 -0.252
C -3.301 3.864 -0.201
C -4.015 4.112 -1.380
C -3.515 3.668 -2.620
C -2.315 2.983 -2.693
H -1.484 3.027 0.647
H -3.687 4.184 0.771
H -4.086 3.878 -3.528
H -1.904 2.637 -3.647
H -4.960 4.646 -1.324
C 2.409 5.071 -1.316
S 2.173 4.038 0.147
C 0.918 5.151 0.832
H 2.788 4.433 -2.113
H 3.142 5.850 -1.070
H 1.457 5.545 -1.579
H 0.797 4.896 1.884
H 1.252 6.190 0.715
H -0.031 4.993 0.308
```

Output
* relative energy (zero: lowest compared OMol25 entry of this formula, charge and spin): 0.0 kcal per mole
* ⟨S²⟩: 6.054
* HOMO-LUMO gap (alpha / beta): 7.6 / 5.9 eV
* spin multiplicity: 5
* max |F|: 2.60 eV/Å

These are the Löwdin partial charges, in e, on atoms 1 to 5: 1.013 -0.437 -0.201 -0.190 -0.201

Which of these has the highest relative energy (zero: lowest compared OMol25 entry of this formula, charge and spin)?
C27H44O7

relative energy (zero: lowest compared OMol25 entry of this formula, charge and spin) of number 4 (C27H45BrCaN2OP2)?
0.0 kcal per mole

Look up the max |F| of the sixth one.
2.60 eV/Å

Look up the max |F| of the first one.
4.22 eV/Å